<P>
# C6H10O3

A 2-piece molecular cluster, C6H10O3 overall (ωB97M-V/def2-TZVPD, the OMol25 dataset).

Structure (ORCA input):
```
! wB97M-V def2-TZVPD RIJCOSX def2/J DEFGRID3
* xyz 0 1
C 1.38416 -1.87742 -0.63650
C 1.21630 -0.61400 -0.36458
C -1.62380 -1.20970 1.13666
C -1.05887 -0.18924 0.23702
C 1.89820 0.96094 1.01427
C -1.32645 1.59717 -1.30668
O -1.86420 -1.16969 -0.23670
O 2.03569 0.43305 -0.26369
O -1.40027 1.11717 0.00396
H 2.34097 -2.41785 -0.62760
H 0.51534 -2.45612 -1.10579
H -1.09062 -2.03674 1.35315
H -2.43563 -0.87536 1.70707
H 2.55620 1.86702 0.89026
H 2.10985 0.39721 1.85661
H 0.91274 1.41188 1.17578
H -1.63548 2.61492 -1.12827
H -2.21217 1.13548 -2.03264
H -0.32196 1.31128 -1.67233
*
```

Summary:
gap between HOMO and LUMO = 0.328 Ha

<Q>
# C6H10O3

One molecule with the formula C6H10O3 (ωB97M-V/def2-TZVPD, the OMol25 dataset).

Structure (ORCA input):
```
! wB97M-V def2-TZVPD RIJCOSX def2/J DEFGRID3
* xyz 0 1
C 0.44663 1.13488 -0.02849
C -0.53133 -1.13930 0.05856
C 0.15234 -1.78247 -1.06722
C 1.88206 0.82325 0.11708
C -0.06664 2.53793 0.12763
C -1.77736 -1.70487 0.69081
O -0.57843 0.26178 0.19390
O 0.65627 -1.82335 0.27233
O 1.54485 1.09336 -1.19508
H -0.22056 -2.72837 -1.44223
H 0.73425 -1.18348 -1.75777
H 2.40351 1.59508 0.71448
H 2.18723 -0.19788 0.33467
H -0.87845 2.68829 -0.58560
H 0.71800 3.24631 -0.11874
H -0.44427 2.69612 1.13410
H -1.74836 -1.52438 1.76312
H -1.82465 -2.77640 0.51401
H -2.65510 -1.21652 0.27443
*
```

Summary:
SMILES = C[C@]1(O[C@@]2(C)CO2)CO1
gap between HOMO and LUMO = 0.388 Ha

<Q> is preferred energetically. Next in line: 99.0 kcal/mol higher.

<P>
# C3H2O3S

A 2-piece molecular cluster, C3H2O3S overall (ωB97M-V/def2-TZVPD, the OMol25 dataset).

Structure (ORCA input):
```
! wB97M-V def2-TZVPD RIJCOSX def2/J DEFGRID3
* xyz 0 1
C 0.44667 -0.46816 1.64710
C -0.21206 -0.46434 -1.13708
C -0.09183 0.61928 1.16656
O 0.62292 -1.47727 2.18939
O -0.89024 -1.41347 -1.06792
O 0.31547 0.37368 -3.36775
S 0.48391 0.74061 -1.94733
H -1.08757 0.63642 1.76444
H 0.41273 1.45324 0.75260
*
```

Summary:
gap between HOMO and LUMO = 0.299 Ha

<Q>
# C3H2O3S

One molecule with the formula C3H2O3S (ωB97M-V/def2-TZVPD, the OMol25 dataset).

Structure (ORCA input):
```
! wB97M-V def2-TZVPD RIJCOSX def2/J DEFGRID3
* xyz 0 1
C 0.70452 -0.04839 -0.16537
C 0.03001 1.10176 -0.14345
C -1.60623 -0.35574 -0.08481
H 2.31349 -1.62234 0.50697
H 0.55598 2.12517 0.14865
O -1.35708 0.93728 0.02103
O -2.66090 -0.87580 -0.20458
O -0.36125 -0.94351 0.06205
S 2.38147 -0.31842 -0.14050
*
```

Summary:
SMILES = O=c1occ(S)o1
gap between HOMO and LUMO = 0.343 Ha

<Q> is preferred energetically. Next in line: 48.0 kcal/mol higher.

<P>
# C3H2O3S

A 3-piece molecular cluster, C3H2O3S overall (ωB97M-V/def2-TZVPD, the OMol25 dataset).

Structure (ORCA input):
```
! wB97M-V def2-TZVPD RIJCOSX def2/J DEFGRID3
* xyz 0 1
C -0.07743 0.40719 1.14889
C 1.04129 -0.70649 1.08352
C -0.06618 -0.47628 -1.11997
H 1.44101 -1.43996 2.37394
H 2.40934 -0.03077 0.39286
O -0.49116 0.97669 2.09979
O 0.20770 -1.51469 -0.11182
O 0.17985 -0.87307 -2.29409
S -0.52546 1.08830 -0.43703
*
```

Summary:
gap between HOMO and LUMO = 0.367 Ha

<Q>
# C3H2O3S

One molecule with the formula C3H2O3S (ωB97M-V/def2-TZVPD, the OMol25 dataset).

Structure (ORCA input):
```
! wB97M-V def2-TZVPD RIJCOSX def2/J DEFGRID3
* xyz 0 1
C 0.06845 1.10859 0.01442
C 0.06416 -1.14284 -0.10583
C -0.96516 -0.03030 -0.05797
O -0.04230 2.23424 0.30122
O -0.07488 -2.20985 0.34049
O 2.62953 0.02359 0.41783
S 1.56737 0.00169 -0.57872
H -1.61181 0.00013 0.71585
H -1.63537 0.01475 -1.04728
*
```

Summary:
gap between HOMO and LUMO = 0.315 Ha

<Q> is preferred energetically. Next in line: 73.0 kcal/mol higher.

<P>
# C4H5ClFNO

One molecule with the formula C4H5ClFNO (ωB97M-V/def2-TZVPD, the OMol25 dataset).

Structure (ORCA input):
```
! wB97M-V def2-TZVPD RIJCOSX def2/J DEFGRID3
* xyz 0 1
C -1.42967 -0.63795 -0.08301
C -0.55000 -0.19465 1.22286
C -0.47136 0.55095 -0.25550
C 2.02260 0.50310 -0.44058
H -1.35122 0.47582 1.76622
H 0.02539 -0.96553 1.77932
H -0.83743 1.61926 -0.19854
H 0.95510 -0.55847 -1.69420
H 2.95755 -0.11934 -0.72628
N 0.73809 0.37866 -1.00299
O 2.27414 1.36591 0.37006
F -1.16768 -1.74928 -0.67153
Cl -3.16552 -0.66848 -0.06583
*
```

Summary:
SMILES = O=CN[C@@H]1C[C@@]1(F)Cl
gap between HOMO and LUMO = 0.384 Ha

<Q>
# C4H5ClFNO

One molecule with the formula C4H5ClFNO (ωB97M-V/def2-TZVPD, the OMol25 dataset).

Structure (ORCA input):
```
! wB97M-V def2-TZVPD RIJCOSX def2/J DEFGRID3
* xyz 0 1
C 0.87502 1.71270 -1.02895
C 0.22229 0.37693 -0.78031
C -0.06197 -1.26376 1.09192
C -1.30932 -1.53270 0.80282
H 1.06202 1.82677 -2.07489
H 1.69741 1.85780 -0.37741
H 0.07575 2.44514 -0.77840
H 0.87486 0.55485 1.13500
H 0.53252 -1.99604 1.61996
N 0.48096 -0.10344 0.50932
O -0.30706 -0.25616 -1.69521
F -2.09363 -0.64458 0.21877
Cl -2.04883 -2.97752 1.35739
*
```

Summary:
SMILES = CC(=O)N/C=C(\F)Cl
gap between HOMO and LUMO = 0.367 Ha

<Q> is preferred energetically. Next in line: 59.1 kcal/mol higher.

<P>
# C4H5ClFNO

One molecule with the formula C4H5ClFNO (ωB97M-V/def2-TZVPD, the OMol25 dataset).

Structure (ORCA input):
```
! wB97M-V def2-TZVPD RIJCOSX def2/J DEFGRID3
* xyz 0 1
C 0.03534 0.53037 -0.94203
C -0.99436 -0.06505 -0.05159
C -0.31680 -0.31102 1.31247
C 1.38465 0.03180 -0.65698
H -1.42015 -1.03384 -0.35642
H -1.92491 0.59321 0.03101
H -0.11704 0.66417 1.93673
H -0.99115 -1.10916 1.82431
H 2.18142 0.58211 -1.17651
N 1.68962 -0.67401 0.29161
O 0.76400 -1.26823 1.09038
F 0.16319 1.88989 -0.72597
Cl -0.45380 0.16976 -2.57699
*
```

Summary:
SMILES = F[C@@]1(Cl)C=NOCC1
gap between HOMO and LUMO = 0.390 Ha

<Q>
# C4H5ClFNO

One molecule with the formula C4H5ClFNO (ωB97M-V/def2-TZVPD, the OMol25 dataset).

Structure (ORCA input):
```
! wB97M-V def2-TZVPD RIJCOSX def2/J DEFGRID3
* xyz 0 1
C 2.14096 -0.64975 -0.05331
C 0.65701 -0.55755 -0.34032
C -1.47962 0.28943 0.61000
C -2.06991 0.88388 -0.47478
H 2.67659 -1.30878 -0.75272
H 2.25267 -1.01195 0.96821
H 2.57119 0.35353 -0.12009
H 0.44976 0.44202 1.42200
H -2.03933 -0.02711 1.51749
N -0.10002 0.10957 0.63946
O 0.13265 -0.97565 -1.33550
F -1.41609 1.25960 -1.56633
Cl -3.77585 1.19275 -0.51411
*
```

Summary:
SMILES = CC(=O)N/C=C(\F)Cl
gap between HOMO and LUMO = 0.357 Ha

<Q> is preferred energetically. Next in line: 54.0 kcal/mol higher.

<P>
# C4H4N2O2

C4H4N2O2 as an isolated structure (ωB97M-V/def2-TZVPD, the OMol25 dataset).

Structure (ORCA input):
```
! wB97M-V def2-TZVPD RIJCOSX def2/J DEFGRID3
* xyz 0 1
C 0.60718 1.57737 0.02401
C -1.32310 -0.29092 -0.10130
C -1.01114 -1.71774 -0.07730
C 0.92683 -0.68229 -0.08023
H 0.80442 1.58902 1.28000
H 1.89007 1.65536 -0.60020
H -0.22392 2.25309 -0.42312
H -1.86668 -2.45390 -0.18046
N -0.01485 0.27037 -0.31897
N 0.34095 -1.97186 0.10507
O -2.32183 0.37495 0.22335
O 2.19207 -0.60346 0.14915
*
```

Summary:
gap between HOMO and LUMO = 0.318 Ha

<Q>
# C4H4N2O2

One molecule with the formula C4H4N2O2 (ωB97M-V/def2-TZVPD, the OMol25 dataset).

Structure (ORCA input):
```
! wB97M-V def2-TZVPD RIJCOSX def2/J DEFGRID3
* xyz 0 1
C 0.14895 0.80309 -0.88123
C -1.15212 0.14649 -1.09776
C -1.53976 -0.87436 -0.30217
C 0.44584 -0.56096 0.93755
H 1.33140 2.55456 -1.03679
H -1.83288 0.65974 -1.90658
H -2.54492 -1.27679 -0.38123
H 2.05685 -0.81603 1.49172
N -0.77507 -1.07023 0.89645
N 0.89857 0.39251 0.06812
O 0.52913 1.97780 -1.50128
O 1.05932 -1.16068 1.89409
*
```

Summary:
SMILES = Oc1ccnc(O)n1
gap between HOMO and LUMO = 0.354 Ha

<Q> is preferred energetically. Next in line: 32.1 kcal/mol higher.